{"formula": "C33H33F5N2O2", "method": "ωB97M-V with the def2-TZVPD basis set", "elements": ["N", "C", "H", "H", "F", "O", "C", "H", "H", "H", "H", "C", "H", "H", "C", "H", "C", "C", "C", "H", "H", "H", "C", "H", "C", "C", "H", "C", "C", "H", "H", "H", "C", "O", "F", "H", "H", "F", "H", "C", "H", "C", "H", "H", "C", "H", "H", "F", "C", "F", "C", "N", "H", "C", "C", "C", "C", "C", "C", "C", "C", "C", "H", "C", "H", "H", "C", "C", "H", "C", "H", "C", "H", "C", "H"], "xyz": [[2.217, -2.347, -2.247], [-1.951, -1.365, 2.234], [4.299, 1.022, -2.401], [3.406, 0.671, 0.278], [0.851, -2.855, 0.136], [-0.480, 0.901, 0.717], [-2.394, -0.052, -2.242], [-4.203, -0.856, 3.674], [4.307, 2.479, 1.548], [0.844, 3.055, 0.147], [-2.792, -2.019, 1.969], [2.197, 2.007, 1.492], [-3.607, 1.613, 1.799], [3.340, 3.508, 2.609], [0.304, -3.277, -3.435], [-4.695, 2.839, -1.028], [-4.057, 2.017, -1.362], [4.806, 0.110, -2.718], [2.532, 0.623, 0.937], [5.431, -2.565, -2.761], [2.474, 2.831, -0.519], [2.164, 4.048, 0.757], [0.894, -2.918, -2.232], [-1.361, -1.849, 3.021], [-2.466, -0.001, 2.698], [0.410, 0.011, -1.635], [1.688, 0.217, 0.379], [-0.967, -3.842, -3.466], [0.954, 1.893, 2.403], [-4.224, -0.016, 1.411], [0.027, -0.992, -1.503], [-1.317, -1.232, 1.352], [1.908, 3.043, 0.395], [2.217, 1.284, -2.501], [-1.709, -3.960, 0.118], [-2.220, 2.990, -0.727], [-0.027, 2.842, 5.522], [-1.539, -4.185, -4.640], [5.731, -0.045, -2.150], [-1.163, 1.560, 4.215], [0.047, 2.066, -1.160], [-1.042, -3.749, -1.042], [-3.811, 0.776, 4.229], [2.753, -0.061, 1.767], [-1.644, -4.058, -2.263], [1.855, 3.072, 3.948], [-2.831, -0.616, 4.771], [0.989, -3.054, -4.581], [-4.616, 0.876, -1.949], [-2.890, -4.576, -2.285], [-1.847, 1.039, -1.549], [3.933, -1.032, -2.510], [-1.945, 1.415, 4.963], [0.241, -3.201, -1.035], [-1.270, 0.942, 2.981], [2.585, -1.045, -2.296], [3.451, 2.483, 2.237], [1.731, 0.166, -2.180], [-0.073, 2.357, 4.548], [-3.372, -0.182, 3.922], [0.977, 2.495, 3.649], [-2.676, 2.111, -1.188], [-1.736, -0.811, -2.671], [3.335, -3.150, -2.424], [-5.699, 0.794, -2.060], [-2.736, 0.573, 0.658], [-3.317, 0.579, 1.579], [-3.782, -0.144, -2.415], [-4.191, -1.014, -2.932], [-0.265, 1.225, 1.957], [3.260, -4.222, -2.437], [-0.396, 1.074, -1.181], [3.695, 1.821, 3.076], [4.397, -2.335, -2.586], [5.062, 0.198, -3.783]], "forces_ev_per_angstrom": [[-0.0502, -0.3231, -0.0434], [0.1644, -0.1305, 0.0637], [0.0633, -0.2637, -0.0551], [0.0213, 0.0262, 0.0115], [-0.8854, -0.5363, -1.4228], [-0.5661, -1.2554, -1.1458], [-0.4792, 0.2090, 0.2359], [0.1989, 0.0895, -0.0363], [-0.1797, -0.0016, 0.0559], [0.2329, 0.0516, 0.0470], [0.0825, 0.0422, 0.0523], [-0.3760, 0.1642, 0.2384], [-0.0195, -0.1217, -0.0274], [0.0613, -0.2027, -0.0131], [0.2235, 0.1984, -0.6345], [0.1559, -0.2923, -0.1364], [0.2057, 0.0650, -0.1828], [0.5338, 0.6859, -0.0133], [-0.2078, -0.2634, -0.0650], [0.0370, 0.0556, 0.0461], [-0.0287, 0.1171, 0.0577], [-0.0636, -0.1922, -0.1103], [0.3976, -0.1927, 0.1981], [-0.0783, 0.0145, -0.0994], [0.1545, 0.3675, -0.0482], [1.5373, -0.7209, -0.4701], [0.1452, -0.0142, 0.1605], [-0.2704, -0.1648, -0.3989], [-0.4743, -0.2826, -0.5150], [0.0461, 0.0475, 0.1140], [-0.0632, 0.4453, -0.0159], [-0.0547, -0.0640, 0.1106], [-0.0780, 0.0995, -0.2211], [0.1073, -1.4901, 0.1026], [0.7318, 0.1566, -1.2654], [-0.2250, -0.3060, 0.0155], [-0.0236, -0.0764, -0.1918], [0.4419, 0.2971, 0.9441], [-0.2865, -0.0162, -0.0753], [0.2811, 0.0446, 0.3100], [-0.0631, -0.3366, -0.2224], [-0.3023, 0.0061, 0.8647], [0.0759, -0.2037, -0.0082], [0.0137, 0.1035, -0.1375], [-0.5715, -0.2535, -0.0995], [-0.3179, -0.2211, -0.0247], [-0.0991, 0.1031, -0.0885], [-0.6620, -0.1980, 0.7718], [0.2029, 0.0537, 0.0454], [1.1301, 0.4401, 0.0262], [0.1828, 0.0134, 0.4622], [-1.2821, -0.6635, 0.1551], [0.3112, 0.0378, -0.2530], [0.4339, 0.3865, 1.0984], [0.2240, -0.0930, -0.8799], [1.1877, -0.2623, -0.5585], [0.0703, 0.0342, 0.1534], [-1.9239, 2.3169, 0.9503], [0.0060, 0.1970, 0.1799], [0.0274, -0.0776, 0.0979], [-0.0428, -0.1366, 0.4630], [-0.1182, -0.2790, -0.0796], [-0.2409, 0.1531, 0.2617], [0.0519, 0.1218, -0.0468], [0.3370, 0.0237, 0.0163], [-0.2211, 0.0385, 0.2670], [-0.1251, 0.0979, -0.4410], [0.3844, 0.1347, -0.0357], [0.0130, 0.2873, 0.1588], [0.6582, 1.1678, 1.7750], [-0.0302, -0.0160, 0.0343], [0.0290, 0.5358, -0.7648], [-0.0381, 0.1303, -0.0813], [-0.5227, 0.1805, 0.0942], [-0.1912, -0.0893, 0.2695]], "orbital_gap_ha": 0.1973, "e_homo_ev": -6.274, "total_charge": 0, "total_energy_ha": -2036.459686, "e_lumo_ev": -0.904}



{"formula": "C33H33N15O4PPbS3", "method": "ωB97M-V with the def2-TZVPD basis set", "elements": ["C", "C", "O", "H", "C", "H", "H", "N", "H", "C", "H", "H", "S", "C", "O", "C", "C", "H", "C", "H", "H", "H", "Pb", "N", "C", "H", "H", "C", "H", "S", "H", "C", "C", "C", "N", "H", "C", "N", "H", "H", "H", "C", "C", "O", "H", "N", "C", "C", "O", "N", "H", "C", "S", "H", "H", "N", "N", "N", "N", "H", "H", "C", "C", "N", "C", "H", "C", "C", "N", "P", "H", "H", "C", "N", "C", "C", "C", "H", "H", "H", "C", "H", "C", "H", "N", "C", "H", "C", "C", "N"], "xyz": [[1.957, 2.943, -3.574], [1.979, -2.358, -2.379], [4.345, -1.031, -3.261], [-5.474, 2.057, -2.927], [-3.406, 2.101, -2.328], [-4.530, -3.604, 1.119], [3.299, -2.771, -4.011], [0.834, 3.858, 3.052], [-5.224, -2.566, 2.379], [3.311, -2.553, 2.821], [-0.069, -0.596, 4.711], [-3.345, -1.670, -3.000], [-0.462, 0.272, 1.952], [0.850, -4.340, -1.552], [-2.456, 0.762, 4.104], [-2.133, -0.141, 5.196], [1.691, -1.881, 1.212], [5.065, -1.295, 2.869], [1.052, -2.956, -1.504], [-4.192, -0.112, 5.826], [-5.420, -0.382, -3.366], [4.921, 0.825, -4.631], [1.217, 0.791, -0.898], [-0.632, 4.346, -1.081], [-1.007, -1.115, 4.897], [-0.880, -1.765, 5.766], [0.216, 4.040, -0.625], [3.150, 0.978, -3.472], [0.116, -4.753, -0.870], [-3.141, 3.774, -1.918], [-3.223, -1.417, 6.537], [1.260, 3.587, 1.810], [-4.294, -2.880, 1.900], [-3.580, -1.695, 1.290], [2.172, 4.333, 1.086], [-3.931, -0.083, -0.117], [-2.200, 0.011, -2.364], [4.215, 2.330, -0.925], [1.421, -3.553, 2.521], [-1.300, -0.567, -2.181], [2.569, 5.105, 1.601], [-2.224, 1.383, -2.125], [2.837, 3.495, -4.483], [-3.175, -0.885, 2.443], [-5.363, -0.574, 0.793], [2.108, 1.712, -3.087], [3.630, -0.656, 1.415], [2.610, -3.208, -3.307], [-0.683, -1.669, 1.340], [4.331, 4.219, 0.122], [2.931, -5.177, -4.064], [4.101, -1.484, 2.418], [-3.322, 2.014, 1.649], [1.098, 3.501, -3.214], [-1.037, 5.182, -0.697], [-1.149, 2.134, -1.660], [4.979, 3.333, -0.661], [0.137, -2.278, -0.663], [0.702, 2.507, 1.313], [4.200, 0.199, 1.064], [1.362, -6.230, -2.419], [3.930, 2.735, -4.883], [0.324, -1.969, 0.559], [-0.068, 2.092, 2.313], [-4.528, 0.123, -3.019], [-1.813, 0.547, 5.979], [-3.408, -0.843, 5.627], [-4.567, 1.487, -2.776], [2.453, -0.859, 0.823], [-2.489, 0.533, 2.543], [4.647, 3.139, -5.586], [-3.661, -3.368, 2.642], [-4.452, -0.936, 0.312], [3.012, 2.513, -0.326], [-3.355, -0.604, -2.812], [3.281, -0.471, -2.997], [1.532, -5.160, -2.427], [3.649, -3.217, 3.606], [-1.234, -1.735, 4.028], [-3.752, -1.517, 4.843], [2.081, -2.751, 2.219], [-2.668, -2.021, 0.798], [-1.484, 3.368, -1.494], [-4.721, -1.617, -0.499], [-0.008, 2.872, 3.348], [4.090, 1.463, -4.371], [2.676, 4.497, -4.854], [3.143, 3.680, 0.305], [2.406, -4.573, -3.333], [2.173, -0.962, -2.411]], "forces_ev_per_angstrom": [[-0.0025, 0.0276, 0.0938], [0.1337, 0.1160, 0.0490], [0.0093, -0.0308, -0.0422], [-0.0111, -0.0164, 0.0064], [-0.0557, 0.0283, 0.0090], [-0.0164, 0.0039, 0.0077], [0.0244, 0.0024, 0.0199], [-0.0974, -0.0786, -0.0007], [0.0050, -0.0018, 0.0062], [0.0049, 0.0265, 0.0051], [0.0061, -0.0011, -0.0129], [0.0007, -0.0049, 0.0186], [0.2795, -0.0031, 0.3846], [0.1038, -0.0105, 0.1165], [0.1262, 0.0306, 0.0822], [-0.0795, -0.0837, -0.0490], [-0.0981, 0.0298, -0.0042], [-0.0052, 0.0087, 0.0032], [-0.0032, -0.1542, 0.1586], [0.0028, -0.0077, 0.0050], [-0.0030, -0.0006, -0.0009], [-0.0016, 0.0054, 0.0064], [0.0095, -0.2182, -0.1613], [0.0040, -0.0133, -0.1431], [-0.0105, 0.0470, -0.0540], [-0.0039, 0.0163, 0.0020], [-0.0421, -0.0288, 0.0686], [-0.0891, -0.0560, -0.0020], [-0.0171, 0.0020, -0.0144], [0.0163, -0.0049, 0.0428], [-0.0053, 0.0008, -0.0029], [0.1430, 0.1727, 0.0650], [0.0150, -0.0282, 0.0078], [-0.1458, 0.0274, -0.1019], [-0.0491, 0.0002, -0.0162], [-0.0345, -0.0610, -0.0031], [0.0222, 0.0148, -0.0299], [-0.0152, 0.0149, 0.0047], [-0.0007, 0.0012, -0.0080], [-0.0200, -0.0256, -0.0043], [0.0010, -0.0033, 0.0025], [0.0911, -0.0359, 0.1028], [0.0225, 0.0015, 0.0035], [0.1084, -0.0785, -0.0961], [-0.0107, -0.0050, 0.0082], [0.0002, -0.1048, -0.0848], [-0.0091, -0.0402, -0.0092], [0.0895, -0.0276, 0.0395], [0.1580, -0.0151, 0.1052], [0.0889, -0.0222, -0.0560], [0.0028, 0.0092, -0.0021], [0.0019, -0.0456, -0.0183], [0.0127, 0.0710, -0.0253], [0.0084, -0.0120, 0.0169], [0.0051, -0.0125, 0.0429], [-0.0277, 0.0295, -0.1026], [-0.0528, -0.0078, 0.0161], [-0.0617, 0.3443, -0.3551], [0.0516, 0.0638, -0.1312], [-0.0062, -0.0133, -0.0221], [0.0016, 0.0005, -0.0138], [-0.0239, 0.0145, 0.0073], [-0.1093, -0.1862, 0.1511], [-0.2828, -0.1281, -0.1655], [0.0329, 0.0339, -0.0451], [0.0105, 0.0014, 0.0120], [-0.0288, 0.0409, -0.0270], [0.0313, -0.0340, 0.0164], [0.0210, -0.0001, -0.0218], [-0.2725, 0.0633, -0.1165], [0.0124, -0.0050, 0.0104], [0.0045, -0.0074, -0.0142], [-0.0239, 0.0415, 0.1682], [0.0001, 0.0529, 0.0785], [0.0303, 0.0402, -0.1244], [-0.0753, 0.1112, -0.0447], [0.0000, 0.0224, -0.0374], [0.0030, -0.0049, -0.0090], [0.0040, -0.0218, 0.0222], [0.0135, -0.0236, 0.0143], [0.0273, -0.0259, 0.0299], [0.0776, 0.0526, 0.0536], [-0.0736, 0.0791, 0.0556], [-0.0111, 0.0198, 0.0491], [0.1810, -0.0148, -0.0146], [0.0679, 0.0270, -0.0097], [-0.0009, -0.0032, -0.0049], [-0.0136, 0.0322, 0.0886], [-0.0618, -0.0104, 0.0446], [-0.1147, -0.0106, -0.1002]], "orbital_gap_ha": 0.2616, "e_homo_ev": -4.908, "total_charge": -1, "de_lowest_kcal_mol": 18.58, "total_energy_ha": -4128.608626, "e_lumo_ev": 2.211}



{"formula": "C33H33N6OS3SbSe4Ti", "method": "ωB97M-V with the def2-TZVPD basis set", "elements": ["H", "C", "H", "H", "S", "H", "H", "Sb", "N", "C", "H", "C", "C", "Ti", "C", "H", "H", "O", "C", "C", "C", "H", "C", "N", "H", "H", "C", "Se", "H", "H", "H", "C", "H", "H", "C", "C", "C", "H", "Se", "C", "C", "C", "H", "S", "H", "C", "Se", "H", "C", "C", "N", "H", "S", "H", "H", "C", "C", "H", "H", "H", "C", "N", "H", "C", "H", "C", "H", "H", "C", "H", "N", "C", "C", "C", "C", "H", "Se", "C", "C", "H", "N", "C"], "xyz": [[-2.910, -4.524, -0.438], [-1.364, 1.315, 4.676], [-3.283, 4.784, -2.404], [4.204, -4.544, 2.392], [0.193, -1.850, 2.952], [-1.687, 2.055, -1.859], [0.161, -4.210, -2.778], [-4.719, -0.990, 0.102], [1.275, 1.394, 1.466], [2.560, 1.486, 1.669], [2.495, -0.030, -4.030], [0.966, -4.028, 4.414], [3.296, -4.401, 2.968], [-0.982, -0.819, -0.166], [2.287, 1.593, 4.048], [0.350, 1.500, 5.948], [4.042, -2.226, -0.697], [-0.388, -3.257, -1.038], [-1.991, -4.300, -2.388], [3.022, -5.213, 4.060], [-1.756, 5.624, -3.682], [-2.106, -6.009, -0.985], [-3.616, 7.691, -4.103], [-1.775, 2.927, -2.381], [-2.546, 2.961, -3.027], [-4.887, 6.553, -2.806], [-1.843, 1.251, 3.354], [-2.604, -2.013, 1.192], [0.164, 4.973, -3.812], [-0.860, -4.165, 0.730], [4.117, 0.601, 0.477], [3.454, 1.470, 0.460], [0.041, -3.883, 4.961], [2.676, 1.654, 5.059], [2.005, -1.459, -0.502], [3.238, -1.673, -1.167], [-2.047, -4.919, -0.973], [0.058, -5.170, -0.431], [-5.813, -2.909, -0.951], [1.854, -5.028, 4.787], [0.889, 1.489, 3.857], [3.119, 1.597, 2.972], [-2.074, 1.257, 5.493], [-1.650, 1.303, 0.647], [-2.090, 8.577, -5.331], [1.714, -1.876, 0.814], [-2.229, -0.438, -2.107], [-2.905, 1.137, 3.161], [-1.450, 6.724, -4.495], [-2.363, 7.739, -4.700], [2.709, -2.522, 1.555], [-4.334, 8.486, -4.257], [0.835, 3.169, -2.051], [1.626, -5.666, 5.631], [-0.666, -2.631, -2.961], [-0.027, 1.444, 4.932], [-3.014, 5.582, -3.076], [3.718, -5.997, 4.332], [2.841, 1.428, -0.439], [-2.810, -3.590, -2.508], [1.246, -3.190, 3.343], [-0.753, 4.663, -3.534], [4.193, 1.676, 3.091], [2.389, -0.458, -3.044], [-2.051, -5.045, -3.183], [-0.984, 1.310, 2.279], [4.080, 2.366, 0.427], [-0.475, 6.769, -4.968], [-0.650, -3.566, -2.405], [0.355, 0.193, -2.807], [0.975, -0.797, -1.135], [0.421, 1.406, 2.526], [1.198, -0.319, -2.367], [2.418, -3.383, 2.610], [-0.751, -4.433, -0.319], [3.516, -2.786, 1.018], [-5.988, 0.092, 1.911], [-0.652, 3.587, -2.658], [3.430, -1.173, -2.423], [4.376, -1.329, -2.929], [0.508, -1.616, 1.294], [-3.922, 6.610, -3.293]], "forces_ev_per_angstrom": [[-0.0016, -0.0212, 0.0103], [0.0164, 0.0020, 0.0313], [0.0208, -0.0396, 0.0211], [-0.0011, -0.0061, -0.0023], [0.1086, 0.1066, 0.0433], [-0.0391, -0.0254, 0.0231], [-0.0090, -0.0021, -0.0058], [-0.0744, -0.1908, 0.1186], [-0.0197, 0.0878, 0.0222], [0.0028, -0.0130, 0.0065], [0.0074, -0.0006, 0.0023], [-0.0239, -0.0220, -0.0090], [-0.0124, -0.0124, -0.0135], [-0.6487, 0.2038, -0.5843], [-0.0034, -0.0301, 0.0089], [-0.0030, -0.0154, 0.0041], [-0.0061, 0.0145, 0.0205], [0.1521, 0.1028, 0.0161], [0.0134, 0.0035, 0.0048], [-0.0081, -0.0047, 0.0030], [-0.0300, -0.0151, -0.0527], [0.0132, -0.0023, -0.0131], [0.0111, -0.0042, 0.0106], [0.0541, 0.0141, -0.0419], [-0.0415, -0.0109, 0.0037], [0.0023, 0.0090, 0.0047], [0.0385, -0.0327, -0.0562], [-0.3255, -0.1455, 0.2827], [0.0227, 0.0200, 0.0892], [-0.0110, 0.0068, -0.0078], [0.0033, -0.0049, -0.0008], [-0.0067, 0.0181, 0.0058], [-0.0088, -0.0046, -0.0159], [0.0030, 0.0152, -0.0014], [-0.0257, -0.0163, 0.0242], [0.0229, -0.0229, -0.0344], [0.0094, 0.0262, 0.0123], [-0.0029, 0.0017, 0.0117], [0.0137, 0.0337, -0.0223], [0.0258, 0.0045, 0.0057], [-0.0046, 0.0362, 0.0135], [-0.0128, -0.0072, -0.0104], [0.0026, 0.0040, 0.0045], [0.3205, -0.0939, -0.1216], [-0.0034, -0.0041, -0.0048], [0.0998, 0.1057, -0.0235], [0.3536, -0.0740, 0.3559], [-0.0004, -0.0123, 0.0044], [-0.0137, -0.0419, -0.0374], [-0.0064, 0.0157, -0.0025], [-0.0247, 0.0747, 0.0955], [-0.0052, -0.0063, -0.0109], [0.1880, 0.1404, -0.0702], [0.0038, -0.0007, 0.0008], [-0.0018, -0.0009, 0.0041], [-0.0239, 0.0046, -0.0018], [0.0397, 0.0427, 0.0444], [-0.0002, 0.0003, 0.0012], [0.0145, -0.0074, -0.0017], [0.0077, 0.0060, -0.0103], [-0.0271, -0.0738, 0.0167], [0.0157, 0.0671, 0.0240], [0.0035, -0.0164, -0.0004], [0.0006, 0.0099, -0.0379], [-0.0096, -0.0020, 0.0015], [-0.0086, 0.0091, 0.0949], [-0.0071, 0.0060, 0.0046], [0.0033, 0.0026, 0.0085], [-0.0568, -0.0342, 0.0065], [0.0251, -0.0013, -0.0393], [0.0812, -0.0289, -0.0683], [0.0294, 0.0233, -0.0434], [-0.0350, 0.0582, 0.1005], [0.0037, -0.0064, -0.0317], [-0.0580, -0.0283, -0.0166], [0.0190, 0.0157, 0.0063], [0.0946, 0.0033, -0.0530], [-0.0924, -0.0439, -0.0769], [-0.0082, -0.0025, 0.0163], [-0.0013, 0.0020, -0.0063], [-0.1272, -0.1562, -0.0613], [-0.0163, -0.0127, 0.0005]], "multiplicity": 3, "orbital_gap_ha": [0.1761, 0.1944], "e_homo_ev": [-1.004, -1.503], "total_charge": -2, "s_squared": 2.031, "de_lowest_kcal_mol": 15.78, "total_energy_ha": -13571.362586, "e_lumo_ev": [3.789, 3.786]}